# C12H13N5O3S

A structure of composition C12H13N5O3S at a distorted geometry (wB97M-V/def2-TZVPD, OMol25).

E_HOMO in Eh: -0.2851
LUMO energy in eV: -0.07
Energy above the lowest of the compared OMol25 structures with the same formula, charge and spin in kcal/mol: 337.4
E in Eh: -1362.23139

ORCA input file:
```
! RIJCOSX wB97M-V def2-TZVPD def2/J DEFGRID3
* xyz 0 1
C 1.757 -1.738 -0.975
H 1.572 -1.026 -0.277
H 1.038 -1.740 -1.878
H 2.687 -1.835 -1.411
S 1.090 -3.238 -0.292
C -0.074 -2.697 0.742
N -0.562 -3.537 1.630
C -1.670 -3.359 2.117
C -2.130 -2.025 2.087
C -1.524 -1.173 1.353
N -0.290 -1.603 0.470
O -1.883 0.122 1.062
C -1.414 1.122 0.588
N 0.172 0.878 0.479
N 0.712 1.837 -0.244
C 0.285 3.019 -0.558
C -1.275 3.233 -0.381
C -1.885 2.277 0.206
H -2.961 2.129 0.252
H -1.491 4.094 -0.825
O 0.923 3.839 -1.397
C 2.548 3.602 -1.355
H 2.930 4.390 -1.782
H 2.916 3.356 -0.312
C 2.677 2.220 -2.586
O 3.709 1.675 -2.226
N 1.602 2.200 -3.182
H 1.976 1.226 -3.973
H 0.960 2.750 -3.237
H -2.940 -1.701 2.895
C -2.176 -4.457 3.044
H -1.794 -5.309 2.866
H -2.100 -4.119 4.179
H -3.385 -4.411 2.922
*
```

Atomic partial charges in e from the Löwdin method, atoms 1 to 4: C -0.35; H -0.03; H 0.06; H 0.01